Density functional theory data (ωB97M-V with the def2-TZVPD basis set) for a molecular structure, C52H36Cl8EuN10SSi2 in a non-equilibrium geometry.

Cartesian coordinates (Å):
H: -0.932 1.261 -5.020
H: 1.297 -1.234 3.445
C: 2.123 -0.580 3.196
C: -1.163 -0.495 3.936
H: 1.921 -2.681 -5.366
C: 0.304 0.099 -6.292
H: 4.037 0.904 -3.628
C: -1.980 -1.104 4.884
H: 0.234 6.703 5.162
Cl: 3.512 -4.461 1.539
H: -0.431 -4.802 -3.537
C: 3.902 0.905 -2.559
H: -3.795 -0.204 2.188
C: -3.480 -2.223 -0.315
H: -1.479 -3.441 -3.226
C: 2.756 3.850 -0.332
C: 4.858 1.428 -1.719
C: 5.577 1.878 0.607
Cl: -3.635 -3.067 5.721
Si: 0.945 -2.874 -2.699
C: 1.689 3.282 4.178
H: 2.741 -4.587 -2.426
H: -4.298 2.914 2.356
C: 2.735 0.379 -2.003
C: 5.363 1.699 2.005
H: 1.947 0.006 -2.645
C: 4.636 1.376 -0.342
Cl: 4.184 -2.038 0.117
C: -4.005 -1.064 1.566
N: 0.918 2.517 -0.146
C: -1.430 -2.295 2.488
H: -0.451 2.504 -2.940
H: -2.125 3.925 3.568
H: 5.776 1.865 -2.082
H: -2.169 2.327 -3.293
N: 2.191 -0.187 1.937
H: -2.874 -1.553 -3.349
C: 1.551 5.112 5.720
C: 2.402 3.855 0.991
C: 2.090 3.879 5.354
C: 0.303 3.151 2.142
C: -0.878 -1.018 2.666
Cl: -2.293 -0.359 6.407
H: 2.241 -4.571 -4.098
C: 2.451 -3.935 -3.243
H: 3.320 -3.325 -3.484
C: 0.624 5.736 4.883
H: 1.754 2.817 -2.036
C: -2.558 -2.335 4.599
N: 2.512 0.307 -0.706
S: 7.440 2.874 1.751
Eu: 0.021 -0.178 0.241
C: 1.301 -1.805 -5.265
C: 0.707 -1.524 -4.035
C: -4.449 -3.194 -0.046
C: 1.221 3.056 1.093
N: -4.868 -5.123 -1.674
H: 1.574 -1.288 -7.328
H: -5.949 -3.818 1.368
N: 1.319 -2.377 -1.076
Si: -1.161 0.110 -2.366
H: -1.616 2.514 -1.640
H: 2.918 -0.566 5.191
H: 2.861 4.394 1.800
Cl: 1.041 -4.933 -0.148
C: 3.045 -0.220 4.178
C: 1.109 -1.019 -6.387
C: 0.733 3.878 3.355
H: -3.067 0.021 -4.083
C: -4.993 -1.972 1.926
H: 0.126 0.726 -7.155
H: -2.865 -2.297 -1.201
Cl: -2.940 -4.493 3.023
C: -1.028 2.721 2.040
C: -5.215 -3.069 1.115
H: -0.489 5.617 3.065
H: 2.123 2.339 3.888
N: 6.708 2.518 0.343
C: 3.021 -3.290 0.364
H: -3.361 1.319 0.386
C: 0.218 5.122 3.715
N: 6.333 2.217 2.745
H: -0.895 -4.432 -1.894
C: 4.102 0.586 3.821
N: -1.459 1.847 1.060
C: -1.379 2.054 -2.596
H: -3.725 -0.277 -2.483
C: -0.122 -0.397 -3.947
C: -3.266 2.729 2.118
C: -4.663 -4.268 -0.939
C: -0.291 0.395 -5.082
C: -2.881 -0.486 -3.137
H: 3.577 4.360 -0.801
Cl: -0.403 0.990 4.402
H: 4.848 0.909 4.531
H: -5.553 -1.832 2.836
C: 1.858 -3.289 -0.311
C: 1.806 3.028 -0.981
Cl: -1.020 -3.072 1.001
N: -3.262 -1.182 0.472
C: -2.251 -2.957 3.394
C: 4.238 0.958 2.483
C: -2.154 3.238 2.744
C: 3.260 0.535 1.553
C: -0.621 -3.986 -2.845
C: 1.958 5.736 6.918
H: 2.819 3.404 5.995
C: -2.784 1.883 1.099
C: 3.455 0.763 0.135
N: 2.288 6.250 7.890

Summary:
Kohn-Sham gap (alpha / beta) = 3.337 / 5.228 eV
expectation value of S² = 15.79
2S+1 = 8
HOMO level (alpha / beta) = -0.2207 / -2.0557 eV
lowest unoccupied orbital energy (alpha / beta) = 3.1 / 3.2 eV
net charge = -2

These are the Mulliken partial charges, in e, on atoms 1 to 99: 0.301, 0.798, -1.230, 1.374, 0.323, -0.825, 0.545, -0.298, 0.456, -0.259, 0.425, -1.264, 0.246, -0.310, 0.324, -2.305, -1.042, 0.759, -0.237, 0.685, 0.028, 0.379, 0.430, -0.781, 0.622, 0.240, 0.611, -0.116, 0.030, 0.371, 0.311, 0.365, 0.641, 0.500, 0.561, 1.158, 0.405, 0.382, -0.671, -0.963, 1.180, -0.948, -0.234, 0.436, -1.553, 0.331, -0.893, 0.669, 0.490, 1.730, 0.024, 0.400, -0.854, 0.178, 0.081, -0.078, -0.631, 0.385, 0.472, 0.778, 1.297, 0.220, 0.504, 0.583, -0.180, -1.013, -0.848, -0.473, 0.525, -1.095, 0.388, 0.541, -0.142, -0.285, -0.595, 0.611, 0.811, -0.782, 0.187, 0.832, -0.172, -0.788, 0.283, -0.891, 1.413, -1.694, 0.357, 0.976, -1.888, -0.022, -0.760, -1.679, 0.510, -0.128, 0.540, 0.443, -0.852, -0.434, 0.278

Density functional theory data (ωB97M-V with the def2-TZVPD basis set) for 2 unconnected molecules or ions with the total composition C36H41N5O2S in a non-equilibrium geometry.

Cartesian coordinates (Å):
C: 0.287 2.425 -0.587
H: -1.498 -3.968 -2.339
C: -0.967 -2.557 -0.788
H: 6.642 0.196 0.099
H: 7.101 1.391 -1.120
H: 1.578 1.785 -2.605
H: -1.271 5.181 0.030
C: 6.634 1.272 -0.132
C: -2.193 2.615 -0.346
C: 0.809 4.520 -0.049
C: -3.352 -3.356 0.478
H: 2.373 -3.705 2.582
H: -1.292 1.693 2.407
H: 0.281 1.360 -0.847
H: -4.124 0.556 1.559
C: -2.522 -2.374 1.072
C: -0.517 4.443 -0.127
C: 3.571 3.374 0.730
H: 5.643 3.328 1.376
C: -2.966 -3.948 -0.751
C: -2.513 1.635 0.617
C: -6.297 1.443 0.175
S: 5.631 -2.377 0.579
H: -0.611 -1.368 0.968
C: 2.655 -2.369 -1.947
N: -0.861 3.120 -0.434
H: -2.100 4.279 -2.637
H: 5.840 -3.313 -1.877
O: 2.617 -1.846 -3.060
H: -2.697 5.400 -1.390
H: -1.909 0.099 1.926
C: 2.649 2.808 -0.162
H: 0.168 -1.558 -2.404
C: 1.494 -2.543 -1.067
H: 1.426 5.380 0.096
C: 4.886 2.881 0.720
C: 3.310 -3.469 2.091
H: 2.996 5.390 1.296
H: 2.323 4.130 2.355
H: -5.849 -2.491 2.179
C: -4.552 -4.906 2.008
C: 3.194 4.410 1.746
H: -3.818 4.676 -2.515
C: 5.238 1.810 -0.115
H: -5.647 -2.111 0.440
C: 5.029 -2.738 -2.328
C: 4.134 -2.767 -0.074
C: 1.749 -3.291 0.189
H: -3.617 -5.468 1.898
N: 1.315 3.226 -0.275
C: -2.915 4.468 -1.928
H: 4.582 0.400 -1.616
H: -5.331 3.505 -1.343
C: 1.901 1.163 -1.759
C: -3.865 1.305 0.801
H: 7.264 1.792 0.594
H: -2.812 -1.945 2.036
H: -6.369 0.357 0.038
C: 0.261 -2.099 -1.455
C: -1.809 -3.528 -1.386
N: 3.045 -3.098 0.708
H: 4.031 4.553 2.442
H: -6.931 1.909 -0.583
H: -6.742 1.657 1.154
N: -4.534 -3.770 1.108
H: -5.404 -5.547 1.749
H: -6.596 -3.534 0.951
C: -1.498 1.039 1.541
C: -5.711 -2.924 1.175
H: 3.817 -2.643 2.584
H: 4.749 -3.129 -3.308
C: -1.315 -2.047 0.477
N: 3.877 -2.874 -1.438
O: 0.943 -3.998 0.783
H: 5.346 -1.687 -2.413
C: 2.952 1.676 -0.955
C: -3.206 3.322 -1.011
C: 4.288 1.217 -0.948
C: -4.543 2.958 -0.815
H: 1.846 0.082 -1.917
H: -4.665 -4.579 3.054
H: -3.613 -4.716 -1.186
C: -4.879 1.915 0.051
H: -0.547 0.826 1.036
H: 3.980 -4.328 2.133

Summary:
relative energy (zero: lowest compared OMol25 entry of this formula, charge and spin) = 1.397 eV
Kohn-Sham gap = 4.214 eV
HOMO level = -4.8379 eV
lowest unoccupied orbital energy = -0.6 eV

Let us look at the Mulliken charges, expressed in e, one per atom: -1.524, 0.479, -0.192, 0.095, 0.310, 0.289, 0.649, -1.299, 0.358, -0.767, -0.250, 0.368, 0.471, 1.789, 0.345, -0.280, -0.885, 1.354, 0.242, -0.504, 1.693, -1.262, -0.234, 0.813, -0.031, 0.561, 0.332, 0.454, -0.575, 0.323, 0.333, -0.219, 0.607, 0.875, 0.571, -1.142, -1.222, 0.323, 0.333, 0.308, -1.025, -1.879, 0.441, 1.011, 0.177, -0.983, 0.078, 0.239, 0.318, 0.379, -1.806, 0.512, 0.329, -2.667, -1.064, 0.324, 0.520, 0.199, -0.408, -0.582, 0.142, 0.369, 0.354, 0.323, 0.263, 0.322, 0.373, -1.263, -0.978, 0.389, 0.317, -0.556, 0.094, -0.597, 0.276, 1.213, 0.663, -0.596, -0.907, 0.531, 0.304, 0.433, 0.247, -0.085, 0.364

Density functional theory data (ωB97M-V with the def2-TZVPD basis set) for C24H30N2O7 in the gas phase in a non-equilibrium geometry.

Cartesian coordinates (Å):
C: 0.046 -4.287 -1.601
C: -2.928 0.977 1.419
H: -1.075 5.487 0.284
H: 0.231 -6.436 -2.149
H: 0.474 0.708 -0.887
H: 3.078 3.433 1.094
H: -2.630 -2.018 -1.390
H: -4.661 -1.154 1.906
C: -1.532 3.704 -0.845
C: 1.041 -3.376 -1.348
O: 0.604 4.105 0.977
C: -3.624 -1.438 1.713
H: -4.045 -3.556 1.737
C: 0.635 3.235 0.143
N: -2.113 1.858 0.615
O: -0.261 3.045 -0.835
H: -3.281 0.349 -1.216
H: -2.505 0.911 2.429
H: 2.888 -5.875 -1.953
H: 6.096 -0.468 1.459
C: 5.426 2.988 1.803
H: -3.097 -1.456 2.670
C: 2.384 -0.060 -0.345
H: -0.891 5.667 -1.470
C: 1.422 0.933 -0.430
N: 2.144 -1.361 -0.788
C: 0.693 -5.503 -1.901
C: -3.730 -0.390 -0.549
H: -2.510 5.587 -0.742
O: -0.146 -1.409 -0.861
C: -3.580 -2.823 1.073
H: 4.755 3.233 2.632
O: 5.151 1.712 1.273
H: -1.949 -0.734 0.580
C: 3.920 1.486 0.719
C: 1.690 2.189 0.092
C: 5.883 -0.722 0.420
O: -3.552 3.597 0.463
H: -5.351 -2.581 -0.123
H: -2.537 -3.114 0.926
H: -1.257 1.455 0.264
H: -4.234 -3.803 -0.735
C: 2.924 2.453 0.674
C: -2.508 3.057 0.166
H: -4.769 -0.098 -0.377
O: 4.498 -0.871 0.190
H: 5.360 3.765 1.036
C: 2.029 -5.249 -1.809
C: 0.934 -1.958 -0.978
C: -3.675 -1.768 -1.199
H: 6.319 0.035 -0.235
H: -4.204 -1.755 -2.154
H: -1.927 3.460 -1.841
H: 2.967 -1.949 -0.816
O: 2.253 -3.972 -1.476
H: -3.922 1.424 1.485
C: 3.655 0.206 0.201
H: -1.006 -4.095 -1.572
C: -2.978 -0.414 0.781
C: -1.491 5.217 -0.682
H: 6.313 -1.697 0.187
C: -4.294 -2.814 -0.276
H: 6.449 2.931 2.172

Summary:
relative energy (zero: lowest compared OMol25 entry of this formula, charge and spin) = 0.062 eV
Kohn-Sham gap = 8.809 eV
SMILES string = COc1cc(C(=O)O[C@H](C)C(=O)NCC2CCCCC2)cc(NC(=O)c2ccco2)c1OC
HOMO level = -8.4895 eV
lowest unoccupied orbital energy = 0.3 eV

Let us look at the natural (NBO) charges, expressed in e, one per atom: -0.234, -0.205, 0.244, 0.235, 0.254, 0.234, 0.210, 0.195, 0.017, 0.146, -0.587, -0.393, 0.204, 0.791, -0.611, -0.518, 0.208, 0.190, 0.207, 0.192, -0.252, 0.204, 0.189, 0.209, -0.236, -0.615, -0.315, -0.397, 0.240, -0.622, -0.393, 0.184, -0.508, 0.218, 0.231, -0.167, -0.237, -0.628, 0.192, 0.195, 0.404, 0.200, -0.213, 0.656, 0.196, -0.516, 0.181, 0.118, 0.645, -0.402, 0.184, 0.203, 0.212, 0.432, -0.400, 0.224, 0.238, 0.244, -0.239, -0.639, 0.189, -0.395, 0.201

Density functional theory data (ωB97M-V with the def2-TZVPD basis set) for a gas-phase ion, C4H10N3 (charge +1) in a non-equilibrium geometry.

Cartesian coordinates (Å):
H: 0.229 -1.758 0.404
N: -1.920 0.830 -0.121
H: -2.665 1.136 -0.764
H: -1.681 -1.018 -1.206
H: -2.421 -1.146 0.404
H: -0.034 1.814 1.397
C: -0.393 -0.864 0.490
H: 2.484 0.213 -0.752
N: 0.577 0.205 0.006
C: -1.728 -0.554 -0.196
C: 1.812 -0.511 -0.539
C: 0.700 1.516 0.561
H: 1.695 1.897 0.688
H: -0.513 -0.821 1.561
N: 0.196 1.237 -0.684
H: 2.148 -1.187 0.231
H: 1.513 -0.991 -1.480

Summary:
relative energy (zero: lowest compared OMol25 entry of this formula, charge and spin) = 6.943 eV
Kohn-Sham gap (alpha / beta) = 9.468 / 8.878 eV
HOMO level (alpha / beta) = -14.5505 / -14.6986 eV
lowest unoccupied orbital energy (alpha / beta) = -5.1 / -5.8 eV
net charge = +1

Let us look at the natural (NBO) charges, expressed in e, one per atom: 0.244, -0.381, 0.374, 0.219, 0.281, 0.265, -0.214, 0.222, -0.111, -0.331, -0.375, -0.099, 0.235, 0.238, -0.043, 0.233, 0.243

Number 1: calculated total energy -215511.2660 eV. Number 2: calculated total energy -60374.1629 eV. Number 3: calculated total energy -42688.1715 eV. Number 4: calculated total energy -8767.6559 eV.